1) Molecular formula: C2HO2S2
Method: DFT, the ωB97M-V functional and the def2-TZVPD basis

net charge	-1
2S+1	1
lowest unoccupied orbital energy (spin up / spin down)	2.704 / 2.701	eV
E_HOMO (spin up / spin down)	-3.55 / -3.55	eV
gap between HOMO and LUMO (spin up / spin down)	0.22980 / 0.22955	Eh

Geometry (Å):
C1 0.35 -0.34 -1.86
C2 0.70 -0.49 -0.53
O1 -0.27 -1.38 -1.27
O2 0.54 0.07 -2.94
S1 -0.61 1.34 3.11
S2 0.83 -0.01 1.04
H1 -1.54 0.81 2.45

=====

2) Molecular formula: C2HO2S2
Method: DFT, the ωB97M-V functional and the def2-TZVPD basis

net charge	-1
2S+1	1
lowest unoccupied orbital energy	3.592	eV
E_HOMO	-2.52	eV
gap between HOMO and LUMO	0.22474	Eh

Geometry (Å):
C1 2.01 0.49 -0.29
C2 -0.55 -0.25 0.15
O1 2.17 0.63 0.80
O2 2.16 0.40 -1.41
S1 -0.64 -1.89 0.13
S2 -2.00 0.79 0.20
H1 -3.16 -0.16 0.42

=====

The structure with the least stability is 1).

=====

1) Molecular formula: C13H13NO
Method: DFT, the ωB97M-V functional and the def2-TZVPD basis

net charge	0
2S+1	1
lowest unoccupied orbital energy	0.144	eV
E_HOMO	-7.54	eV
gap between HOMO and LUMO	0.28220	Eh

Geometry (Å):
C1 3.36 -0.87 1.54
C2 3.15 0.20 0.69
C3 2.26 -1.68 1.91
C4 1.94 0.39 0.05
C5 1.11 -1.56 1.21
C6 0.87 -0.53 0.30
C7 -0.45 0.15 -1.87
C8 -1.50 1.54 0.09
C9 -1.79 -0.63 -2.10
C10 -2.72 -0.52 0.29
C11 -1.63 -1.19 -0.57
C12 -0.34 -0.40 -0.52
C13 -0.81 2.76 -0.22
N1 -2.51 0.94 0.48
O1 0.26 0.91 -2.62
H1 4.31 -1.06 2.00
H2 4.05 0.89 0.63
H3 2.39 -2.44 2.62
H4 1.79 1.37 -0.32
H5 0.23 -2.14 1.33
H6 -2.65 -0.04 -2.42
H7 -1.50 -1.57 -2.66
H8 -3.77 -0.69 -0.18
H9 -2.78 -0.86 1.37
H10 -1.49 -2.26 -0.17
H11 -1.53 3.63 -0.43
H12 -0.13 2.57 -1.11
H13 -0.10 3.08 0.66

=====

2) Molecular formula: C13H13NO
Method: DFT, the ωB97M-V functional and the def2-TZVPD basis

net charge	0
2S+1	1
SMILES	CC1=C2C=C[C@]1(C)/C=N\C=C1\C=C[C@@H]2O1
lowest unoccupied orbital energy (spin up / spin down)	0.185 / 0.185	eV
E_HOMO (spin up / spin down)	-7.18 / -7.18	eV
gap between HOMO and LUMO (spin up / spin down)	0.27051 / 0.27049	Eh

Geometry (Å):
C1 0.52 0.02 2.06
C2 0.88 -0.15 0.60
C3 1.10 0.75 -0.43
C4 1.36 0.09 -1.69
C5 1.11 -1.28 -1.51
C6 0.59 -1.43 -0.10
C7 0.84 -2.76 0.51
C8 -0.85 -1.52 -0.87
N1 -1.96 -0.89 -0.96
C9 -2.44 0.39 -0.62
C10 -1.60 1.55 -0.54
C11 -1.45 2.48 0.52
C12 -0.13 2.87 0.50
C13 0.45 2.11 -0.70
O1 -0.59 1.61 -1.41
H1 -0.30 0.71 2.28
H2 1.22 0.63 2.70
H3 0.30 -0.83 2.64
H4 1.81 0.53 -2.57
H5 1.30 -2.04 -2.25
H6 1.88 -2.84 0.78
H7 0.63 -3.53 -0.19
H8 0.16 -2.95 1.26
H9 -0.88 -2.55 -1.05
H10 -3.38 0.25 -0.06
H11 -2.24 2.65 1.21
H12 0.52 3.43 1.19
H13 1.16 2.70 -1.30

=====

3) Molecular formula: C13H13NO
Method: DFT, the ωB97M-V functional and the def2-TZVPD basis

net charge	0
2S+1	1
lowest unoccupied orbital energy (spin up / spin down)	-0.125 / -0.126	eV
E_HOMO (spin up / spin down)	-7.72 / -7.72	eV
gap between HOMO and LUMO (spin up / spin down)	0.27901 / 0.27907	Eh

Geometry (Å):
C1 -1.13 -2.13 -3.59
C2 -1.41 -2.77 -2.38
C3 -0.88 -0.74 -3.62
C4 -1.37 -2.14 -1.18
C5 -0.86 -0.03 -2.45
C6 -1.14 -0.69 -1.22
C7 -1.17 0.15 -0.09
C8 2.19 -0.09 1.11
C9 1.23 -0.97 1.95
C10 0.55 2.33 3.08
C11 0.99 2.77 1.66
C12 0.71 0.26 1.35
C13 0.17 1.51 1.87
N1 -1.73 1.12 0.37
O1 -1.27 1.76 1.47
H1 -1.40 -2.61 -4.60
H2 -1.83 -3.86 -2.42
H3 -0.76 -0.24 -4.55
H4 -1.59 -2.61 -0.29
H5 -0.67 0.96 -2.35
H6 3.05 0.46 1.60
H7 2.39 -0.57 0.21
H8 1.08 -1.85 1.35
H9 1.17 -1.04 3.06
H10 1.27 1.86 3.80
H11 -0.18 3.03 3.40
H12 0.68 3.60 1.09
H13 1.94 2.55 1.39

=====

The structure with the least stability is 3).

=====

1) Molecular formula: C3H7IN3
Method: DFT, the ωB97M-V functional and the def2-TZVPD basis

net charge	+1
2S+1	1
lowest unoccupied orbital energy (spin up / spin down)	-6.947 / -4.566	eV
E_HOMO (spin up / spin down)	-12.29 / -12.50	eV
gap between HOMO and LUMO (spin up / spin down)	0.19649 / 0.29144	Eh

Geometry (Å):
C1 -0.44 1.21 0.60
C2 1.36 -0.65 -1.18
C3 -0.17 -0.39 -0.94
N1 1.85 0.56 -1.60
N2 -0.27 -0.06 0.45
N3 -0.77 1.85 1.68
I1 3.25 1.64 -0.71
H1 1.89 -0.87 -0.30
H2 1.51 -1.20 -2.06
H3 -0.49 0.42 -1.51
H4 -0.69 -1.29 -1.31
H5 0.00 -0.66 1.30
H6 -1.19 2.76 1.56
H7 -0.63 1.43 2.57

=====

2) Molecular formula: C3H7IN3
Method: DFT, the ωB97M-V functional and the def2-TZVPD basis

net charge	+1
2S+1	1
lowest unoccupied orbital energy	-5.222	eV
E_HOMO	-13.82	eV
gap between HOMO and LUMO	0.31603	Eh

Geometry (Å):
C1 -0.35 -0.61 -0.06
C2 1.14 1.30 -0.02
C3 2.13 0.42 -0.72
N1 -0.14 0.70 0.12
N2 0.70 -1.35 -0.42
N3 -1.45 -1.13 0.45
I1 3.88 -0.15 0.11
H1 1.57 1.56 1.03
H2 1.18 2.32 -0.57
H3 2.37 0.40 -1.82
H4 -0.80 1.24 0.61
H5 0.80 -2.21 -0.86
H6 -2.14 -0.44 0.73
H7 -1.65 -2.18 0.27

=====

3) Molecular formula: C3H7IN3
Method: DFT, the ωB97M-V functional and the def2-TZVPD basis

net charge	+1
2S+1	1
lowest unoccupied orbital energy (spin up / spin down)	-5.893 / -5.893	eV
E_HOMO (spin up / spin down)	-13.18 / -13.17	eV
gap between HOMO and LUMO (spin up / spin down)	0.26778 / 0.26754	Eh

Geometry (Å):
C1 -1.52 -0.50 0.35
C2 -0.55 0.13 -0.71
C3 1.52 -0.09 0.45
N1 0.34 1.92 0.46
N2 -1.16 -0.16 1.60
N3 0.60 0.69 0.06
I1 -1.10 1.72 2.09
H1 -2.46 -0.18 -0.07
H2 -1.36 -1.64 0.56
H3 -0.16 -0.62 -1.48
H4 -1.05 0.85 -1.24
H5 2.30 0.23 1.22
H6 1.57 -1.12 0.09
H7 1.15 2.53 0.88

=====

The structure with the least stability is 3).